Entry 1:
DFT (ωB97M-V/def2-TZVPD) results for the molecule C8H17O3P at a distorted geometry.

The geometry in XYZ format:
```
29
Properties=species:S:1:pos:R:3:forces:R:3:mulliken_charge:R:1
C 2.206652 -1.816888 0.561372 -0.2 0.7 -0.1 -0.727
O 1.749234 -0.611215 1.159814 -0.2 -0.4 -0.5 -0.356
C 2.314185 0.551257 0.559370 -0.2 0.3 1.1 -0.594
C 1.252895 1.639211 0.466273 0.7 0.5 -0.9 -0.675
C 0.600776 1.901104 -0.924799 0.4 -1.2 1.2 -0.745
P 0.373463 0.498487 -2.106090 -0.8 0.5 -1.2 -0.090
C -0.781981 -0.719592 -1.320485 0.2 -0.1 -0.1 -0.384
C -2.129507 -0.081774 -0.957333 0.6 -0.1 0.8 -0.696
C -2.133041 0.377583 0.526825 0.6 -0.2 -0.7 -0.123
C -2.897424 -0.555138 1.426297 3.3 0.2 -2.0 0.210
O -3.883941 -0.253656 1.927261 -4.8 1.2 2.4 -0.508
O -2.370292 -1.756610 1.647573 0.9 -1.2 -0.3 -0.509
H 1.933640 -1.810358 -0.490809 0.2 -0.1 -0.4 0.291
H 1.689445 -2.650507 1.014732 0.1 -0.2 0.4 0.241
H 3.286133 -1.893776 0.661536 0.2 -0.3 0.0 0.355
H 3.075388 0.918376 1.247857 0.3 0.0 0.1 0.387
H 2.823855 0.345775 -0.376038 -0.2 -0.2 -0.3 0.410
H 1.750480 2.564396 0.744097 0.0 0.3 0.1 0.451
H 0.519848 1.481271 1.237985 -0.3 -0.3 0.2 0.352
H -0.400230 2.269265 -0.733092 -0.3 0.2 -0.2 0.259
H 1.140333 2.695663 -1.422123 0.1 0.1 -0.4 0.513
H 1.591957 -0.212706 -2.203626 0.0 0.1 0.6 0.011
H -0.343712 -1.245079 -0.473823 0.1 0.0 0.2 0.094
H -0.942439 -1.470301 -2.086746 0.1 -0.2 -0.3 0.371
H -2.318757 0.744685 -1.631842 -0.2 0.2 -0.1 0.384
H -2.920479 -0.808149 -1.077880 -0.3 -0.2 -0.3 0.377
H -2.523900 1.375273 0.635643 -0.3 0.2 0.2 0.385
H -1.101717 0.377934 0.863665 0.2 0.2 0.1 0.001
H -1.560864 -1.854528 1.124385 -0.1 -0.1 0.2 0.317
```
Forces are in eV/Å.

- structure (SMILES) = COCCCPCCCC(=O)O
- largest force on an atom (eV Å⁻¹) = 5.50
- spin multiplicity = 1
- highest occupied orbital energy (eV) = -8.69
- electronic energy (Ha) = -882.05034
- relative energy (zero: lowest compared OMol25 entry of this formula, charge and spin) (eV) = 1.401


Entry 2:
DFT (ωB97M-V/def2-TZVPD) results for the molecule C15H10N2O3 at a distorted geometry.

The geometry in XYZ format:
```
30
Properties=species:S:1:pos:R:3:forces:R:3:mulliken_charge:R:1
C -1.204911 -3.263381 2.402611 -0.6 0.2 0.2 -0.680
O -0.184088 -3.139068 1.413583 -0.3 1.6 -1.8 -0.362
N -0.242642 -1.864453 0.720881 1.4 0.4 1.3 0.189
C -1.015630 -1.563467 -0.431887 -1.7 -0.6 -0.7 -0.081
O -1.905863 -2.307666 -0.826820 0.8 -0.2 0.5 -0.656
C -0.830528 -0.245511 -1.112193 1.0 -0.4 0.6 -0.099
C 0.040081 0.647336 -0.578411 0.1 -0.1 -0.3 0.475
C 0.463684 2.017176 -0.913209 -0.4 0.0 0.2 -0.038
C 0.053843 2.878289 -1.946561 0.4 0.2 0.5 -0.427
C 0.577827 4.173680 -1.963411 0.9 -0.3 1.1 -0.692
C 1.442224 4.602030 -0.919951 -0.2 -1.3 -0.2 -0.557
C 1.867899 3.715191 0.103016 -0.7 0.4 -0.5 -0.371
C 1.361334 2.417744 0.114295 -0.2 1.0 -1.6 -0.041
N 1.609841 1.340776 0.976856 -0.3 -1.0 0.4 0.026
C 2.400391 1.226677 2.108937 0.1 0.2 0.7 0.433
O 3.050711 2.144790 2.562625 0.3 0.7 -0.3 -0.646
C 2.379215 -0.063950 2.811110 -1.4 -1.6 -0.9 -0.707
C 1.575559 -1.126961 2.439279 -0.2 1.1 -0.8 -0.589
C 0.673389 -0.935238 1.245766 1.3 1.0 0.2 0.759
C 0.799508 0.286037 0.578853 -0.7 -1.7 0.9 0.250
H -0.760210 -3.323155 3.388491 0.4 -0.1 0.2 0.295
H -1.839591 -2.380041 2.410477 -0.2 -0.1 -0.2 0.309
H -1.795435 -4.172794 2.239894 0.1 0.3 -0.3 0.273
H -1.337026 -0.081119 -2.074506 0.0 -0.3 0.8 0.441
H -0.666606 2.576765 -2.712986 0.4 -0.1 0.3 0.383
H 0.419650 4.834579 -2.797098 -0.4 0.2 0.0 0.399
H 1.808127 5.624362 -0.940244 0.0 -0.2 0.1 0.381
H 2.506889 4.041114 0.897312 0.3 0.2 0.2 0.510
H 3.028751 -0.109847 3.680233 -0.1 0.0 -0.2 0.405
H 1.598917 -2.074584 2.998370 -0.2 0.6 -0.4 0.417
```
Forces are in eV/Å.

- structure (SMILES) = COn1c(=O)cc2c3ccccc3n3c(=O)ccc1c23
- largest force on an atom (eV Å⁻¹) = 2.44
- spin multiplicity = 1
- highest occupied orbital energy (eV) = -7.98
- electronic energy (Ha) = -912.78228
- relative energy (zero: lowest compared OMol25 entry of this formula, charge and spin) (eV) = 0.148


Entry 3:
DFT (ωB97M-V/def2-TZVPD) results for the molecule C4H3Cl2F at a distorted geometry.

The geometry in XYZ format:
```
10
Properties=species:S:1:pos:R:3:forces:R:3:mulliken_charge:R:1
C 0.124732 -0.056624 -0.601192 -0.5 0.0 3.4 -0.137
C -0.286935 -0.943406 -1.430352 1.0 -0.2 -0.7 -0.158
C 0.153840 0.050476 0.888815 0.3 2.0 2.4 -0.419
C -0.065191 -1.243287 1.774474 1.0 1.0 -1.9 0.153
F -0.544707 -2.232632 -1.223498 -0.4 -0.5 0.2 -0.194
Cl 1.284847 -2.254487 2.029537 0.8 0.1 0.3 -0.135
Cl -1.427043 -2.204590 1.541063 -1.3 0.2 0.1 -0.117
H -0.123270 -0.674958 -2.420026 -0.4 -0.1 -2.2 0.343
H 1.049108 0.652378 1.267329 -0.4 -1.6 -0.6 0.364
H -0.563632 0.814428 1.313851 -0.2 -1.0 -1.0 0.300
```
Forces are in eV/Å.

- largest force on an atom (eV Å⁻¹) = 3.40
- spin multiplicity = 1
- highest occupied orbital energy (alpha / beta) (eV) = -8.62 / -9.99
- electronic energy (Ha) = -1174.27647
- relative energy (zero: lowest compared OMol25 entry of this formula, charge and spin) (eV) = 3.908


Entry 4:
DFT (ωB97M-V/def2-TZVPD) results for the molecule C4H10ClN3 at a distorted geometry.

The geometry in XYZ format:
```
18
Properties=species:S:1:pos:R:3:forces:R:3:mulliken_charge:R:1
N -1.368643 0.080918 -1.819269 -0.1 -0.3 -0.4 -0.550
C -1.362295 0.692044 -0.507310 1.7 0.5 -1.1 -0.726
C -0.000207 0.376949 0.067497 -0.3 0.6 0.3 0.672
N 1.124153 0.991942 -0.575386 -1.7 1.8 -0.9 -0.690
C 0.235942 -1.010731 0.629129 1.0 0.3 -0.2 -0.222
N 1.594662 -1.533495 0.444555 -0.7 -0.6 0.1 -0.595
C 0.152834 0.199438 1.534427 0.6 0.0 0.8 -0.360
Cl -1.119297 0.299091 2.733121 -0.4 0.1 0.0 -0.211
H -2.138980 0.349132 -2.402861 -0.2 0.2 -0.1 0.217
H -0.495623 0.204748 -2.320099 -0.1 0.3 0.2 0.220
H -2.060404 0.211996 0.088508 -1.5 -1.0 1.2 0.321
H -1.616959 1.770104 -0.447230 0.5 -0.2 -0.2 0.338
H 1.970961 0.547207 -0.367735 1.3 -0.7 0.5 0.305
H 1.164630 2.013727 -0.394598 0.0 -1.1 -0.1 0.230
H -0.626154 -1.700512 0.579135 0.5 0.5 0.2 0.244
H 1.645825 -2.077158 -0.434283 0.0 0.2 1.0 0.238
H 1.836314 -2.107151 1.269615 -0.1 0.2 -1.0 0.234
H 1.063241 0.691751 1.922784 -0.5 -0.8 -0.2 0.334
```
Forces are in eV/Å.

- structure (SMILES) = NC[C@]1(N)[C@@H](N)[C@@H]1Cl
- largest force on an atom (eV Å⁻¹) = 2.63
- spin multiplicity = 1
- highest occupied orbital energy (eV) = -8.75
- electronic energy (Ha) = -782.83383
- relative energy (zero: lowest compared OMol25 entry of this formula, charge and spin) (eV) = 0.749


Entry 5:
DFT (ωB97M-V/def2-TZVPD) results for the molecule C9H13N3O2 at a distorted geometry.

The geometry in XYZ format:
```
27
Properties=species:S:1:pos:R:3:forces:R:3:mulliken_charge:R:1
C -2.099048 -1.746783 -0.602475 0.0 0.3 0.2 -1.316
C -1.763577 -0.401328 0.058180 0.1 -0.2 -0.5 -0.275
O -2.366868 -0.287854 1.315739 -0.1 0.0 0.4 -0.521
C -0.230685 -0.239406 0.096344 1.1 2.1 0.7 1.809
N 0.106132 1.081044 0.931056 -0.4 -2.6 0.4 0.319
N -0.489596 2.179636 0.537050 -0.7 0.9 -0.6 -0.782
C 0.311617 3.162757 0.509027 0.8 -0.3 0.0 -0.251
C 1.718054 2.707844 0.858846 -0.2 0.5 0.0 -0.294
O 1.555201 1.316183 0.999335 -0.3 -0.5 -0.5 -0.345
C 0.433013 -1.323367 0.882936 0.2 -0.2 -0.1 -1.107
C 1.345256 -2.136534 0.353433 -0.5 0.2 0.8 -0.407
N 1.772997 -2.077772 -0.966110 0.5 -0.2 -0.8 -0.625
C 1.330382 -1.150641 -1.700775 -0.1 0.2 -0.2 -0.145
C 0.366933 -0.071259 -1.308221 0.0 -0.2 0.2 -1.067
H -1.713444 -2.566442 0.001924 0.0 -0.1 0.0 0.280
H -1.665176 -1.823209 -1.595155 0.0 -0.1 -0.1 0.354
H -3.177490 -1.849998 -0.683608 -0.1 0.0 0.0 0.421
H -2.187550 0.422155 -0.527304 0.2 -0.1 0.0 0.550
H -1.939999 -0.899032 1.927045 -0.1 0.0 0.0 0.402
H 0.003822 4.170742 0.325357 -0.2 0.3 -0.1 0.435
H 2.450193 2.939137 0.073680 -0.1 0.0 0.1 0.209
H 2.054633 3.150116 1.808320 0.0 -0.1 -0.1 0.251
H 0.156617 -1.404257 1.922966 0.0 -0.1 0.2 0.462
H 1.823105 -2.917971 0.926692 -0.1 0.0 0.2 0.453
H 1.704479 -1.106406 -2.717846 0.0 0.0 -0.2 0.432
H 0.924768 0.871159 -1.366747 -0.1 0.0 0.0 0.323
H -0.423767 0.001485 -2.059690 0.0 0.0 0.0 0.434
```
Forces are in eV/Å.

- structure (SMILES) = C[C@@H](O)[C@@]1(N2N=CCO2)C=CN=CC1
- largest force on an atom (eV Å⁻¹) = 2.68
- spin multiplicity = 1
- highest occupied orbital energy (eV) = -8.22
- electronic energy (Ha) = -665.35226
- relative energy (zero: lowest compared OMol25 entry of this formula, charge and spin) (eV) = 3.194


Entry 6:
DFT (ωB97M-V/def2-TZVPD) results for a cluster of 2 separate species, C5H8N2 in total.

The geometry in XYZ format:
```
15
Properties=species:S:1:pos:R:3:forces:R:3:mulliken_charge:R:1
C 0.331466 1.656054 1.418091 0.0 -0.1 -0.2 -0.182
N 0.139862 0.904910 0.398943 0.1 0.2 0.4 0.378
C -0.875974 1.188829 -0.602551 0.0 -0.2 -0.1 -0.698
C -0.788316 0.186105 -1.474919 0.0 0.1 0.1 -0.337
C 0.276367 -0.730312 -0.998614 0.1 0.0 0.1 0.968
N 0.629840 -1.850131 -1.756409 -0.1 -0.1 0.2 -0.572
C 0.880464 -0.317956 0.154540 -0.2 0.1 -0.4 -1.346
H 0.008615 -1.145290 3.051528 0.0 0.0 0.0 0.237
H 1.117640 1.368982 2.108571 -0.1 0.0 -0.1 0.360
H -0.280945 2.539454 1.570907 0.1 -0.1 -0.1 0.220
H -1.488889 2.075574 -0.538423 0.1 -0.1 0.0 0.333
H -1.382346 0.067159 -2.373398 0.1 0.0 0.1 0.387
H -0.160120 -2.383699 -2.097561 0.1 0.1 0.0 0.258
H 1.259363 -2.448062 -1.234950 0.0 0.0 -0.1 0.266
H 0.332971 -1.111616 2.374245 0.0 0.0 0.1 -0.274
```
Forces are in eV/Å.

- largest force on an atom (eV Å⁻¹) = 0.43
- spin multiplicity = 1
- highest occupied orbital energy (eV) = -7.39
- electronic energy (Ha) = -304.65804
- relative energy (zero: lowest compared OMol25 entry of this formula, charge and spin) (eV) = 4.829


Entry 7:
DFT (ωB97M-V/def2-TZVPD) results for a structure of composition C20H29N2O4P2Ru at a distorted geometry.

The geometry in XYZ format:
```
58
Properties=species:S:1:pos:R:3:forces:R:3:mulliken_charge:R:1
Ru 0.701837 0.197712 -0.056999 -0.9 0.0 -0.7 0.869
C 1.417641 -3.660444 -2.167343 0.0 -1.0 -0.2 -1.573
C 0.872984 -2.314652 -1.949237 -0.1 0.8 0.9 1.125
O 1.183100 -1.760016 -0.850277 -0.3 -0.3 -0.8 -0.330
C -0.024216 -1.726903 -2.911798 -0.2 0.4 0.6 0.324
C -0.060359 -2.257740 -4.200354 -0.3 -0.1 -1.2 -0.802
C -0.885662 -1.734585 -5.188661 0.7 -0.4 0.1 -0.813
C -1.768312 -0.698303 -4.853353 -0.7 -0.1 -0.3 -0.456
C -1.831838 -0.214941 -3.563308 0.7 0.2 0.5 -0.776
C -0.908632 -0.660521 -2.575660 -0.1 0.3 -0.7 0.459
O -0.884411 -0.038110 -1.413665 0.5 0.0 0.5 -0.186
H 1.389142 -4.166029 -1.217620 0.0 -0.2 0.5 0.385
H 2.475623 -3.659698 -2.441575 -0.1 0.1 -0.3 0.312
H 0.799654 -4.246127 -2.854609 0.5 0.1 0.0 0.514
H 0.591047 -3.096390 -4.448166 -0.2 0.4 0.0 0.411
H -0.782571 -2.147828 -6.198294 -0.4 0.3 0.4 0.409
H -2.487509 -0.303074 -5.593462 0.6 -0.2 0.4 0.408
H -2.505910 0.598769 -3.297894 0.1 -0.3 0.0 0.414
C 5.609406 1.026096 0.179148 0.8 -0.6 1.0 -0.670
O 4.747767 1.576946 -0.787152 -0.4 0.7 -0.6 -0.387
C 3.488942 1.260318 -0.815821 0.3 0.9 -0.9 0.789
O 2.958292 0.420132 -0.118160 -1.3 -1.2 1.3 -0.706
N 2.837513 1.964701 -1.755509 -0.5 0.5 -0.6 -0.147
N 1.422693 1.889439 -1.925497 1.4 -0.8 0.0 -0.506
H 6.569974 0.982903 -0.309453 0.3 -0.2 0.0 0.263
H 5.274154 0.046797 0.501234 0.0 -0.2 -0.2 0.309
H 5.694823 1.658452 1.063184 -0.2 0.2 -0.2 0.288
H 3.356156 2.689369 -2.228484 0.0 0.0 -0.2 0.272
H 1.223180 1.446544 -2.843035 0.0 0.5 0.7 0.288
H 1.112739 2.846185 -1.909133 -0.6 0.2 -0.1 0.279
C -2.200890 2.607015 -0.176561 -0.2 0.0 -0.7 -1.259
P -1.106837 1.848762 1.046579 0.9 0.7 0.3 1.116
C -0.453116 3.304266 1.986999 -0.1 -0.1 -0.6 -1.346
C -2.104605 0.985154 2.266527 -0.1 -0.3 0.2 0.341
C -3.251813 1.571732 2.759111 0.0 -0.3 -0.3 -0.697
C -4.033472 0.907722 3.691860 -0.9 1.6 -0.5 -0.846
C -3.684931 -0.310653 4.158788 0.6 -1.9 0.3 -0.676
C -2.509284 -0.924855 3.700076 -0.2 -0.2 0.4 -0.595
C -1.727727 -0.271054 2.762555 0.4 -0.1 -0.6 0.133
P -0.192466 -0.966211 2.085306 0.1 -0.7 0.6 1.356
C 1.011852 -0.662998 3.408042 0.5 -1.4 -0.5 -1.436
C -0.383987 -2.782302 1.961591 -0.6 -0.5 -0.1 -1.330
H -2.657354 1.805679 -0.811629 0.6 0.8 0.4 0.229
H -1.595678 3.343769 -0.769983 -0.6 -0.8 0.3 0.403
H -3.000184 3.168413 0.310841 0.0 0.0 0.0 0.569
H -1.267235 3.846118 2.440886 -0.5 0.1 0.2 0.466
H -0.017171 4.004815 1.273481 0.3 -0.1 0.0 0.436
H 0.262416 3.076860 2.775930 0.0 -0.3 -0.2 0.338
H -3.585460 2.486036 2.316896 -0.3 0.6 0.1 0.350
H -4.972631 1.375097 3.971298 0.1 -0.1 0.2 0.410
H -4.354065 -0.872766 4.807450 0.2 0.2 0.1 0.406
H -2.236771 -1.914335 4.086987 -0.1 0.4 -0.2 0.331
H 0.674068 -1.175157 4.297714 -0.2 0.2 0.5 0.450
H 1.189125 0.378065 3.562187 0.0 0.7 0.2 0.405
H 1.959654 -1.148185 3.129719 -0.2 0.2 0.0 0.415
H -0.733674 -3.327734 2.853943 0.3 0.6 0.0 0.492
H 0.536179 -3.257621 1.622675 0.1 0.2 0.0 0.370
H -1.151217 -3.014643 1.211698 0.2 0.3 -0.1 0.404
```
Forces are in eV/Å.

- largest force on an atom (eV Å⁻¹) = 2.21
- spin multiplicity = 6
- highest occupied orbital energy (alpha / beta) (eV) = -13.45 / -13.83
- electronic energy (Ha) = -1967.00339
- net charge = +2
- relative energy (zero: lowest compared OMol25 entry of this formula, charge and spin) (eV) = 0.256